# C29H80F12N7O7P2

A 9-piece molecular cluster, C29H80F12N7O7P2 overall at a distorted geometry (ωB97M-V/def2-TZVPD, the OMol25 dataset).

Each line ends with the Mulliken charge.
Cartesian coordinates (Å):
C  -5.5516  1.8782  -3.1543  -1.4009
C  -4.6543  1.1346  -2.2068  0.5583
O  -4.0102  0.1780  -2.4689  -0.2731
N  -4.5523  1.7229  -0.7855  0.4187
H  -5.5090  2.0843  -0.7284  0.4796
H  -4.4666  0.7627  -0.4056  -0.3702
C  -3.4315  2.6756  -0.5501  -0.4853
H  -5.2660  1.6921  -4.1840  0.3741
H  -5.6003  2.9511  -2.9537  0.4582
H  -6.5779  1.5410  -2.9635  0.4245
H  -3.5562  3.5743  -1.1483  0.3915
H  -2.5617  2.0925  -0.8428  -0.0493
H  -3.3931  2.9419  0.5013  0.3377
C  -1.8479  -1.9134  3.7754  -0.3187
C  -2.0651  -0.7135  4.6494  0.6137
O  -2.8447  -0.5998  5.5077  -0.3646
N  -1.1995  0.5134  4.2776  0.3910
H  -0.5825  0.5724  5.0900  0.4306
H  -0.6679  0.2623  3.4348  -0.5283
C  -2.0162  1.7913  4.1419  -0.6777
H  -0.8020  -2.2258  3.8272  0.0975
H  -2.1682  -1.7455  2.7481  -0.3747
H  -2.4702  -2.7283  4.1407  0.5509
H  -2.5423  1.9286  5.0823  0.4262
H  -2.7021  1.6701  3.3112  0.1537
H  -1.3026  2.5959  3.9902  0.3976
C  4.8992  -0.2689  -1.5085  -0.9423
C  5.5304  0.2266  -0.2497  0.4319
O  4.9598  0.6049  0.7078  -0.4768
N  7.0406  0.3205  -0.3446  -0.0764
H  7.5158  -0.2397  0.3747  0.4126
H  7.4109  -0.0570  -1.2234  0.4232
C  7.4854  1.7642  -0.1814  -0.7816
H  5.1907  0.2104  -2.4438  0.4693
H  3.8107  -0.2400  -1.4590  0.0337
H  5.1032  -1.3421  -1.6108  0.4287
H  6.8303  2.3792  -0.7855  0.3480
H  8.5600  1.8974  -0.3108  0.4082
H  7.4300  2.0073  0.8813  0.3255
C  -1.2139  1.3134  -5.5424  -0.8592
N  -0.0555  1.0273  -4.5810  0.0369
C  1.1936  0.8369  -5.3936  -0.7620
C  0.0793  2.1632  -3.6162  -1.0670
C  -0.2819  -0.2479  -3.7582  0.3996
C  -0.3782  -1.5793  -4.4697  0.0402
O  -1.1407  -1.4853  -5.6678  -0.5628
H  -2.0600  1.2716  -4.8637  0.2972
H  -1.1478  0.5446  -6.3058  0.4270
H  -1.0350  2.2399  -6.0846  0.3875
H  1.6917  1.7879  -5.5696  0.3875
H  0.9948  0.3566  -6.3479  0.3249
H  1.8446  0.1794  -4.8185  0.3464
H  0.2714  3.0864  -4.1551  0.4936
H  0.8759  1.9654  -2.9002  0.5562
H  -0.8557  2.1727  -3.0594  0.2139
H  -1.2102  -0.0150  -3.2384  -0.3721
H  0.5466  -0.3014  -3.0546  0.1890
H  -1.0425  -2.1759  -3.8325  -0.4356
H  0.5576  -2.0904  -4.7029  0.5562
H  -1.0979  -2.2853  -6.2015  0.3416
C  2.7305  -0.6406  4.0281  -0.9893
N  3.0856  -2.1235  3.9719  0.2964
C  4.5880  -2.2591  4.0225  -0.8329
C  2.5996  -2.7327  5.2865  -0.7235
C  2.5936  -2.6466  2.6684  0.2534
C  3.0556  -4.0160  2.2627  -1.2010
O  2.7296  -5.0422  3.1632  -0.4606
H  1.6944  -0.7418  4.3544  0.3221
H  2.7421  -0.0769  3.1011  0.2998
H  3.3303  -0.2139  4.8267  0.4706
H  5.0323  -1.9687  4.9736  0.3999
H  4.9257  -1.5363  3.2751  0.2822
H  4.9934  -3.2429  3.8050  0.3937
H  3.0687  -3.7050  5.4168  0.4167
H  1.5304  -2.8774  5.1373  0.2745
H  2.8523  -2.1040  6.1347  0.3915
H  2.9338  -2.0214  1.8381  0.0179
H  1.5078  -2.5234  2.7347  0.1088
H  4.1015  -3.9008  1.9609  0.4908
H  2.6883  -4.2975  1.2662  0.4216
H  1.7721  -5.0953  3.2603  0.3667
C  -4.4887  -3.1923  -1.5830  -0.7155
N  -3.1581  -3.8749  -1.3244  1.0189
C  -2.1950  -2.7396  -0.9849  -0.3661
C  -3.1716  -4.7590  -0.1054  -0.8332
C  -2.7228  -4.6221  -2.5675  -0.5041
C  -3.2283  -6.0429  -2.6912  -0.8049
O  -4.6264  -5.9832  -2.4117  -0.5256
H  -4.8639  -2.7020  -0.6869  0.1567
H  -5.1913  -4.0009  -1.7829  0.3500
H  -4.4945  -2.5906  -2.4866  0.2930
H  -1.2818  -3.3309  -0.8875  0.5035
H  -2.4489  -2.2875  -0.0329  -0.3014
H  -2.1646  -2.0019  -1.7761  -0.1060
H  -2.2228  -5.2925  -0.0728  0.4631
H  -4.0175  -5.4329  -0.0212  0.2910
H  -3.1855  -4.0668  0.7343  0.1044
H  -1.6294  -4.5772  -2.5222  0.3599
H  -2.9186  -4.0252  -3.4602  0.3605
H  -2.8041  -6.6492  -1.8851  0.3315
H  -2.9723  -6.4661  -3.6615  0.4442
H  -5.0345  -6.8206  -2.6696  0.3667
C  1.6650  6.2369  1.6000  -0.7604
N  2.0044  5.5200  0.2787  -0.1385
C  0.7627  5.7864  -0.5722  -0.8972
C  3.1652  6.2399  -0.4056  -0.7635
C  2.1748  4.0531  0.3841  0.1521
C  3.4545  3.6365  1.1158  0.0331
O  3.5378  4.2449  2.3962  -0.5861
H  0.7861  5.7567  2.0199  0.3507
H  1.6512  7.2802  1.3108  0.4575
H  2.4558  6.0511  2.3238  0.3090
H  -0.0251  5.2167  -0.0837  0.3919
H  1.0001  5.4840  -1.5870  0.4227
H  0.4822  6.8330  -0.4943  0.3716
H  2.9563  7.3012  -0.3228  0.4024
H  3.1989  5.8469  -1.4170  0.3663
H  4.0789  6.0080  0.1349  0.3475
H  2.1576  3.5836  -0.6010  -0.0270
H  1.2827  3.6498  0.8650  0.0347
H  4.3451  3.8494  0.5100  0.3891
H  3.5380  2.5649  1.3136  -0.1677
H  4.1695  3.7587  2.9333  0.3390
P  -5.5247  -1.0119  1.9324  1.6992
F  -6.9321  -1.4578  2.5638  -0.3208
F  -5.4313  -2.5549  1.4412  -0.3459
F  -6.2223  -0.5556  0.5321  -0.3891
F  -4.0859  -0.5729  1.2161  -0.6151
F  -5.7477  0.5269  2.3813  -0.3984
F  -4.8380  -1.3448  3.3575  -0.3855
P  -0.2276  0.3883  0.6691  2.2925
F  0.6761  0.9706  1.9371  -0.5500
F  -0.3334  1.8986  0.0978  -0.4840
F  1.1294  0.2058  -0.1768  -0.4833
F  -1.1000  -0.1822  -0.6249  -0.5353
F  -0.2356  -1.1469  1.2433  -0.4781
F  -1.6642  0.4949  1.3507  -0.5230

Its HOMO energy is -0.72450 Eh. Its spin multiplicity is 1. As for the net charge: +5. The value obtained for the electronic energy is -3942.4951 Ha.


# C29H81N8O11

A 9-piece molecular cluster, C29H81N8O11 overall at a distorted geometry (ωB97M-V/def2-TZVPD, the OMol25 dataset).

Each line ends with the Mulliken charge.
Cartesian coordinates (Å):
N  0.5085  -21.0236  27.1958  1.2877
O  -0.6163  -20.6478  26.9664  -1.0371
O  1.1082  -21.5452  26.2576  -0.3315
O  1.0424  -20.9311  28.3012  -0.8613
C  -4.0242  -23.6819  26.8249  -1.8472
C  -4.0462  -22.1512  26.5066  1.7929
C  -4.3904  -21.9380  24.9540  -0.9455
O  -3.5380  -22.5914  24.0202  -0.4357
C  -2.1143  -22.0845  23.9925  -0.1494
N  -4.9165  -21.5061  27.4235  -0.5652
H  -3.4524  -23.9250  27.7204  0.2768
H  -3.3946  -24.0591  26.0190  0.3092
H  -5.0576  -24.0029  26.9564  0.5620
H  -3.0459  -21.8432  26.8108  -0.5650
H  -4.3218  -20.8799  24.7012  0.2110
H  -5.3931  -22.2383  24.6501  0.4237
H  -2.1120  -20.9970  24.0664  0.0422
H  -1.6704  -22.4599  23.0705  0.3663
H  -1.4660  -22.5358  24.7436  -0.0173
H  -4.9024  -22.0097  28.2988  0.2411
H  -5.9078  -21.5082  27.2301  0.2641
C  5.0702  -23.8821  26.9560  -1.1943
C  5.5746  -22.3793  26.8106  1.2181
C  6.2676  -22.1242  25.4632  -1.1089
O  7.3497  -22.9974  25.2952  -0.2111
C  8.1503  -22.6974  24.1645  -1.0312
N  4.4897  -21.4691  27.0522  0.1833
H  5.8669  -24.5698  26.6723  0.5186
H  4.1390  -24.0612  26.4186  0.0983
H  4.8414  -24.1928  27.9755  0.1627
H  6.3008  -22.1710  27.5964  -0.0431
H  6.5196  -21.0699  25.3490  0.5079
H  5.5447  -22.4773  24.7278  0.3368
H  9.0306  -23.3363  24.0936  0.2659
H  8.4176  -21.6458  24.2678  0.3521
H  7.6023  -22.7084  23.2224  0.3088
H  3.7872  -21.5528  26.3314  -0.2346
H  4.0593  -21.7902  27.9077  -0.1844
C  3.5471  -20.0324  23.6139  -1.1623
C  2.6954  -18.8743  24.1473  0.4033
C  1.1375  -19.0791  23.9859  0.0064
O  0.7015  -18.7979  22.5957  -0.4241
C  -0.6542  -18.9365  22.3886  -0.3741
N  2.9981  -18.8653  25.5579  -0.4358
H  3.4419  -20.9694  24.1607  0.0187
H  4.6168  -19.8518  23.7195  0.2979
H  3.1837  -20.2907  22.6192  0.4865
H  3.0564  -18.0204  23.5742  0.4153
H  0.5816  -18.4562  24.6866  0.2499
H  0.9115  -20.1292  24.1714  -0.0287
H  -1.0330  -18.2590  21.6233  0.3235
H  -1.2801  -18.7166  23.2535  -0.0291
H  -0.8596  -19.9576  22.0672  0.2227
H  2.7006  -19.7677  25.9003  -0.3079
H  2.3870  -18.2543  26.0807  0.2578
C  2.4821  -18.4210  30.8339  -1.7040
C  3.6407  -18.9559  29.9441  0.4529
C  4.5621  -20.1219  30.5576  -0.4454
O  5.7131  -20.3175  29.8029  0.1366
C  6.6160  -21.1962  30.3766  -1.8663
N  3.1197  -19.2002  28.6446  0.0105
H  1.7870  -19.1015  31.3258  0.0738
H  2.1497  -17.5668  30.2440  0.4128
H  2.9769  -17.9767  31.6975  0.6274
H  4.3224  -18.1273  29.7518  0.3111
H  3.9876  -21.0196  30.7861  0.0070
H  4.8726  -19.7857  31.5469  0.6492
H  7.5142  -21.2501  29.7614  0.3226
H  6.3056  -22.2169  30.6002  0.4490
H  6.9220  -20.8736  31.3717  0.4976
H  2.4459  -19.9523  28.6238  -0.2520
H  2.4741  -18.4554  28.4242  0.3448
C  -0.4176  -26.1934  27.5911  -1.1874
C  0.9448  -26.0663  28.2100  0.5543
C  1.1739  -24.7762  29.0203  -0.4669
O  2.4748  -24.7829  29.5385  0.4288
C  2.7499  -23.6482  30.2636  -0.9477
N  1.0811  -27.2207  29.0345  -0.9038
H  -1.2218  -26.4276  28.2886  0.5301
H  -0.3392  -26.8564  26.7295  0.2978
H  -0.6585  -25.2621  27.0784  -0.1096
H  1.7029  -26.1350  27.4297  0.1405
H  0.4318  -24.4504  29.7492  0.2205
H  1.1108  -23.9895  28.2685  -0.0158
H  1.8981  -23.4876  30.9244  0.5208
H  2.7745  -22.8770  29.4937  -0.5403
H  3.7150  -23.9075  30.6988  0.1938
H  1.7241  -27.7804  28.4928  0.4584
H  1.6925  -26.8438  29.7446  0.3440
C  -3.3984  -19.9440  33.4201  -1.7467
C  -2.2450  -19.0896  32.8537  -0.0545
C  -1.2513  -19.8886  32.0122  -0.8450
O  -1.9403  -20.0416  30.7920  0.3692
C  -1.7015  -21.2669  30.1666  -0.0335
N  -2.7843  -17.9085  32.0673  -0.4292
H  -2.9787  -20.5093  34.2522  0.3427
H  -3.8104  -20.6914  32.7421  0.1534
H  -4.2925  -19.4661  33.8204  0.5580
H  -1.6898  -18.6514  33.6830  0.8350
H  -0.9339  -20.8247  32.4716  0.8768
H  -0.3475  -19.2876  31.9121  -0.7962
H  -0.6349  -21.3958  29.9824  -0.1605
H  -2.1943  -21.1930  29.1971  -0.3466
H  -2.0203  -22.1855  30.6592  0.4752
H  -2.1821  -17.1494  32.3524  0.2040
H  -3.4858  -17.6148  32.7319  0.1687
C  -3.2604  -17.9977  25.8750  -0.9335
C  -2.9658  -17.6580  27.3492  0.3101
C  -4.2704  -17.0278  28.0613  -1.2476
O  -4.1167  -16.9168  29.4796  -0.0184
C  -5.1668  -16.3124  30.1142  -1.1186
N  -2.7056  -18.9032  28.1047  0.1953
H  -4.0043  -18.7899  25.7912  0.1067
H  -2.3070  -18.2596  25.4160  -0.0896
H  -3.6742  -17.0739  25.4708  0.5796
H  -2.1440  -16.9635  27.5238  0.5793
H  -5.1884  -17.5771  27.8524  0.3422
H  -4.5755  -16.0743  27.6302  0.4928
H  -4.9551  -16.3862  31.1809  0.1718
H  -6.0248  -16.9844  30.0957  0.3881
H  -5.2258  -15.2475  29.8892  0.3304
H  -1.9456  -19.3644  27.6252  0.1012
H  -3.4201  -19.5538  27.8108  -0.0296
C  0.9571  -24.9959  24.5358  -0.1673
O  0.9998  -23.7404  23.8410  -0.4473
H  -0.0314  -25.0997  24.9833  0.0564
H  1.0970  -25.7390  23.7507  0.3741
H  1.6465  -25.1545  25.3650  -0.0557
H  0.8969  -23.0727  24.5230  0.0770

Its HOMO energy (spin up / spin down) is 0.10468 / -0.13466 Eh. Its spin multiplicity is 2. As for the net charge: -2. The expectation value of S² is 0.75. The value obtained for the electronic energy is -2418.7424 Ha.


- Among the records above, which one has the highest net charge?
  C29H80F12N7O7P2


- What is the formula in the first record?
  C29H80F12N7O7P2


- Among the records above, which one has the lowest net charge?
  C29H81N8O11